[1]
Molecular formula: C3H10N2O
Method: DFT, ωB97M-V/def2-TZVPD

```
16
Properties=species:S:1:pos:R:3:forces:R:3:nbo_charge:R:1
C 0.0124 -1.9574 -0.5349 -0.045 -0.415 -0.002 -0.424
N 1.1275 1.3661 -1.3647 0.101 0.290 -0.333 -0.804
C 0.6362 0.0986 -1.4113 -0.053 -0.554 0.019 0.290
N 0.7075 -0.7006 -0.4337 -0.016 0.324 0.209 -0.535
H 0.6008 -2.7573 -0.0917 0.168 0.003 0.024 0.203
H -0.2248 -2.2578 -1.5619 -0.022 0.130 -0.083 0.169
H -0.9152 -1.9247 0.0332 -0.144 0.080 0.065 0.200
H 1.7630 1.5845 -0.6144 -0.024 -0.038 0.078 0.398
H 1.3342 1.8018 -2.2470 -0.003 0.066 0.054 0.387
H 0.1415 -0.1935 -2.3448 0.031 0.216 -0.052 0.145
H 0.4996 0.1406 1.3132 -0.177 -0.194 0.247 0.492
C -1.1858 0.9773 1.8339 0.164 -0.025 -0.059 -0.247
O 0.0783 0.4280 2.1472 0.229 0.085 -0.197 -0.761
H -1.3439 1.8637 2.4488 -0.052 0.044 -0.023 0.171
H -1.2464 1.2667 0.7785 -0.066 0.024 0.079 0.160
H -1.9847 0.2640 2.0496 -0.093 -0.036 -0.026 0.156
```
Forces are in eV/Å.

Calculated values
**E_LUMO**: 0.91 eV
**SMILES string**: C/N=C/N.CO
**Energy above the lowest of the compared OMol25 structures with the same formula, charge and spin**: 116.3 kJ/mol


[2]
Molecular formula: C4H6KO
Method: DFT, ωB97M-V/def2-TZVPD

```
12
Properties=species:S:1:pos:R:3:forces:R:3:mulliken_spin:R:1
C -0.0088 -0.5530 -0.9190 -0.507 -1.832 2.400 0.546
C -0.1759 0.2427 0.2367 -0.090 -0.054 -0.674 -0.107
C -1.1465 0.0466 1.2133 0.032 0.447 0.464 0.271
O -1.2290 0.6967 2.3428 0.076 0.537 0.331 0.138
H -0.6234 -1.4624 -0.9803 0.032 0.386 -0.015 0.031
H 0.4708 1.1239 0.3527 0.024 -0.357 0.164 0.008
H -1.9230 -0.7177 1.0196 0.269 0.042 0.052 0.011
K -0.7245 2.5727 4.3936 -0.211 -0.848 -0.969 0.045
C 1.2380 -0.5402 -1.7420 -2.415 1.913 -1.499 0.010
H 2.1606 -0.3105 -1.1859 -0.375 0.373 -0.523 0.015
H 1.3558 -1.4118 -2.4054 -0.074 0.419 0.348 0.001
H 0.6060 0.3129 -2.3260 3.238 -1.027 -0.080 0.032
```
Forces are in eV/Å.

Calculated values
**E_LUMO (spin up / spin down)**: -1.25 / -1.38 eV
**Multiplicity**: 2


[3]
Molecular formula: C5H14NO2
Method: DFT, ωB97M-V/def2-TZVPD

```
22
Properties=species:S:1:pos:R:3:forces:R:3:nbo_charge:R:1
C -0.2579 -1.0169 -1.1124 -0.752 -0.570 1.114 -0.091
O 0.1301 -2.3415 -0.7885 0.054 -0.147 0.123 -0.744
C -0.2432 -0.2194 0.2284 -0.896 -0.334 -0.616 -0.039
C -1.2416 0.9221 0.3243 0.961 1.213 -0.173 -0.469
C -1.0479 1.7978 -0.9002 -0.819 -0.747 0.318 -0.209
C -0.2355 2.8213 -0.9399 1.803 2.006 -0.224 -0.367
N -0.6445 -1.1829 1.3534 0.994 -0.088 0.051 -0.682
H 0.3770 -0.5328 -1.8673 -0.440 -0.138 0.212 0.225
H -1.3053 -1.1858 -1.4268 0.375 0.898 -0.309 0.191
H 0.9526 -2.5749 -1.1989 0.650 -0.191 -0.241 0.500
H 0.7619 0.1634 0.4184 -0.251 -0.316 0.213 0.231
H -0.8894 1.4718 1.2172 -0.786 0.045 -0.173 0.223
H -2.2965 0.6226 0.3887 0.340 -0.202 0.196 0.230
H -1.6571 1.4484 -1.7297 0.387 0.317 -0.349 0.218
H 0.3343 3.2754 -0.1289 -0.389 -0.935 0.885 0.200
H 0.1231 3.4679 -1.7485 -1.144 -0.741 -0.715 0.229
H 0.1948 -1.5757 1.7904 0.038 -0.171 -0.206 0.462
H -1.1632 -0.7065 2.0906 -0.115 0.086 -0.135 0.436
H -1.1868 -1.9670 0.9860 0.034 -0.007 -0.014 0.455
H 2.9477 -0.1762 0.9415 -0.500 0.650 0.129 0.469
H 3.6164 -1.4194 0.9720 0.295 -1.059 0.160 0.488
O 2.7309 -1.0919 1.1302 0.162 0.431 -0.245 -0.953
```
Forces are in eV/Å.

Calculated values
**Total charge**: +1
**E_LUMO**: -3.08 eV
**Energy above the lowest of the compared OMol25 structures with the same formula, charge and spin**: 217.5 kJ/mol


[4]
Molecular formula: C22H23N3O8Sm
Method: DFT, ωB97M-V/def2-TZVPD

```
57
Properties=species:S:1:pos:R:3:forces:R:3:mulliken_spin:R:1
Sm 0.0520 -0.0945 -0.2425 0.499 1.516 1.615 5.054
C -0.3687 -2.0276 2.7555 -0.199 -0.065 -0.146 0.000
C -1.2133 -2.5276 1.5934 0.248 -0.011 0.154 0.002
O -1.7983 -1.4132 0.9230 -0.261 -0.249 0.093 -0.009
C -3.0675 -0.9847 1.3966 0.006 0.338 0.033 -0.001
C -3.2480 0.4413 0.8779 0.037 -0.253 -0.021 0.003
O -2.0284 1.1796 0.9836 0.207 0.120 0.055 -0.002
C -1.7381 1.5838 2.3222 0.200 0.019 0.057 0.003
C -0.4433 2.3717 2.3146 -0.234 -0.025 -0.054 -0.002
O 0.6147 1.6342 1.7040 -0.086 -0.132 -0.280 -0.001
C 1.6087 1.0741 2.5628 0.015 -0.299 0.002 0.002
C 1.1088 -0.1987 3.2363 0.057 0.306 -0.049 0.000
O 0.4503 -0.9753 2.2414 0.024 -0.068 -0.279 0.000
H 0.2424 -2.8412 3.1524 0.029 0.020 0.023 0.000
H -0.9938 -1.6344 3.5645 0.024 0.044 0.004 0.000
H -1.9689 -3.2353 1.9345 -0.027 -0.010 -0.030 0.000
H -0.5782 -3.0204 0.8568 -0.076 -0.063 -0.037 -0.001
H -3.1031 -1.0217 2.4889 0.048 -0.013 0.010 0.000
H -3.8574 -1.6267 1.0013 -0.012 -0.031 0.018 0.000
H -4.0447 0.9460 1.4275 -0.039 0.027 -0.051 0.000
H -3.4987 0.4297 -0.1816 0.018 0.010 -0.008 -0.001
H -1.6491 0.7060 2.9707 -0.024 -0.002 -0.022 0.000
H -2.5430 2.2203 2.7007 -0.023 -0.015 0.008 0.000
H -0.1850 2.6496 3.3381 0.054 0.031 -0.006 0.000
H -0.5741 3.2806 1.7264 0.039 0.015 0.018 -0.001
H 1.9203 1.7977 3.3173 0.036 0.037 -0.023 0.000
H 2.4550 0.8529 1.9114 0.010 0.023 -0.005 -0.001
H 0.4055 0.0354 4.0426 -0.053 -0.050 -0.022 0.000
H 1.9522 -0.7468 3.6619 -0.002 -0.018 0.027 0.000
O -3.6500 -2.2836 -4.4153 -0.148 -0.392 0.047 0.000
C -3.4273 -1.0243 -4.7122 0.021 0.464 0.026 0.000
O -3.8228 -0.5028 -5.7198 0.034 -0.075 0.030 0.000
C -2.6738 -0.1820 -3.7175 0.106 -0.093 0.150 0.000
C -2.6379 1.1921 -3.8383 -0.170 -0.094 -0.043 0.000
N -1.9129 1.6692 -2.8230 0.033 0.090 -0.038 -0.002
N -1.4315 0.6951 -2.0455 0.176 -0.671 -0.058 -0.004
C -1.8822 -0.4513 -2.5809 -0.200 -0.095 -0.282 0.002
C -1.5147 -1.8000 -1.9707 -0.889 -0.229 -0.658 -0.009
O -2.2925 -2.7275 -2.1267 0.124 0.129 -0.004 0.000
O -0.4119 -1.8516 -1.3208 0.150 -0.466 -0.510 -0.015
H -3.3057 -2.5381 -3.5296 0.167 0.072 -0.028 0.000
H -3.1043 1.8146 -4.5842 0.055 0.043 0.022 0.000
H -1.6770 2.6291 -2.6390 0.025 0.057 0.050 0.000
N 8.2134 -0.5582 -6.4386 -0.055 -0.002 0.032 0.000
C 7.3367 -0.4550 -5.7028 0.199 -0.046 -0.188 0.000
C 6.2533 -0.3156 -4.7773 -0.204 0.084 0.237 0.000
C 6.3098 0.6802 -3.8015 0.030 -0.037 -0.061 0.000
C 5.2726 0.8233 -2.9010 -0.005 -0.003 -0.007 0.000
C 4.1653 -0.0258 -2.9621 0.050 -0.040 -0.094 -0.001
C 4.1146 -1.0201 -3.9431 0.014 0.016 0.014 0.000
C 5.1505 -1.1656 -4.8450 0.059 0.006 -0.042 0.000
C 3.0880 0.1172 -2.0317 -0.047 0.049 0.098 0.019
C 2.1713 0.2437 -1.2344 -0.024 0.025 0.195 -0.034
H 7.1690 1.3352 -3.7589 -0.003 0.000 0.006 0.000
H 5.3131 1.5950 -2.1447 -0.013 -0.007 0.005 0.000
H 3.2582 -1.6786 -3.9925 -0.007 0.009 0.019 0.000
H 5.1115 -1.9346 -5.6042 0.010 0.003 0.001 0.000
```
Forces are in eV/Å.

Calculated values
**Total charge**: +1
**E_LUMO (spin up / spin down)**: -3.58 / -2.73 eV
**Multiplicity**: 6
**Energy above the lowest of the compared OMol25 structures with the same formula, charge and spin**: 47.4 kJ/mol


[5]
Molecular formula: C39H36BrCl2CsF3GeN5O4S
Method: DFT, ωB97M-V/def2-TZVPD

```
93
Properties=species:S:1:pos:R:3:forces:R:3:lowdin_charge:R:1
Cs -0.0350 0.1063 -0.0455 -2.024 1.048 -2.662 1.438
Cl -2.8289 5.2163 4.3501 0.118 -0.045 -0.044 0.582
C -1.5974 4.1819 3.6478 -0.032 0.043 0.036 -0.692
C -1.9492 2.8957 3.2652 -0.113 -0.077 0.029 -0.054
C -1.0417 2.0138 2.6728 -0.059 -0.198 -0.047 -0.223
N -1.4308 0.8097 2.0882 -0.426 0.464 1.273 -0.098
C -2.5314 0.1534 2.4368 -0.179 0.233 -0.184 -0.534
O -3.2499 0.2209 3.4494 0.039 0.042 -0.061 -0.021
C -3.0263 -0.6969 1.2624 0.174 -0.166 0.086 -0.230
C -4.3077 -0.4387 0.7789 -0.011 -0.081 -0.021 -0.020
C -4.7177 -1.0463 -0.3953 -0.028 0.025 0.011 -0.079
C -3.8552 -1.9193 -1.0434 0.006 -0.014 0.025 -0.075
C -2.6198 -2.1600 -0.4689 0.010 0.045 0.367 -0.185
N -2.1998 -1.5617 0.6566 -0.727 -0.289 0.083 -0.029
C 0.3130 2.4511 2.5168 0.181 -0.298 -0.020 -0.249
C 0.6383 3.7406 2.9422 0.171 -0.008 -0.050 -0.072
C -0.2967 4.6132 3.4809 -0.052 0.032 0.034 -0.698
Cl 0.2214 6.2157 3.9680 -0.048 -0.112 -0.031 0.581
N 1.3052 1.5573 2.0933 0.031 0.698 0.336 0.009
C 2.2724 1.8990 1.2652 0.107 0.359 0.405 -0.561
O 3.3855 1.3298 1.1699 -0.163 0.054 -0.054 -0.023
C 2.0544 3.0421 0.2700 -0.285 -0.024 0.136 -0.213
C 3.1011 3.9049 -0.0398 0.054 0.006 -0.010 -0.013
C 2.8616 4.9651 -0.8936 0.042 -0.010 0.002 -0.079
C 1.5935 5.1161 -1.4387 -0.017 0.001 -0.011 -0.083
C 0.6276 4.1780 -1.1145 0.132 -0.176 0.026 -0.133
N 0.8429 3.1604 -0.2801 0.061 0.304 -0.046 0.086
H -2.9641 2.5580 3.4238 0.021 0.005 -0.017 0.098
H -4.9392 0.2496 1.3251 -0.003 -0.012 -0.012 0.111
H -5.6953 -0.8291 -0.8120 0.003 -0.003 0.007 0.096
H -4.1079 -2.3956 -1.9821 -0.022 0.018 0.020 0.102
H -1.9191 -2.8337 -0.9531 0.020 0.057 -0.016 0.049
H 1.6681 4.0704 2.8748 -0.011 -0.026 -0.022 0.108
H 4.0715 3.7184 0.4010 -0.022 0.009 0.005 0.114
H 3.6513 5.6682 -1.1326 -0.005 0.000 -0.002 0.096
H 1.3567 5.9337 -2.1075 0.010 -0.003 0.007 0.091
H -0.3650 4.2411 -1.5479 -0.027 -0.015 0.014 0.104
F -1.9587 -2.0136 -7.4631 0.057 -0.100 0.027 0.071
C -1.4381 -2.3718 -6.2478 -0.001 0.138 0.239 -0.597
F -2.0740 -3.5124 -5.9163 0.117 0.052 -0.099 0.104
F -0.1496 -2.6741 -6.4911 -0.145 -0.064 -0.021 0.108
C -1.6170 -1.2707 -5.2352 -0.004 -0.126 -0.215 -0.153
C -2.2528 -0.1179 -5.6537 -0.024 0.010 -0.050 -0.047
C -2.4553 0.9324 -4.7716 0.021 -0.055 -0.017 -0.095
C -1.9871 0.7434 -3.4830 0.084 -0.130 0.187 -0.180
N -1.3718 -0.3488 -3.0524 -0.005 -0.036 -0.071 -0.008
C -1.1545 -1.4031 -3.8895 0.061 -0.075 0.249 -0.739
S -0.3604 -2.8062 -3.2729 -0.212 0.384 -0.216 0.569
H -2.5942 -0.0417 -6.6772 0.002 0.006 0.004 0.107
H -2.9515 1.8473 -5.0650 0.006 -0.013 -0.008 0.084
H -2.1215 1.5272 -2.7384 0.021 -0.020 0.008 0.100
Br 8.5459 -1.7931 -0.1412 -0.025 0.031 -0.037 0.678
C 6.9359 -0.9702 -0.7504 -0.097 -0.020 0.049 -0.671
C 6.9843 -0.0884 -1.8142 -0.019 0.033 -0.032 -0.140
C 5.8023 0.5083 -2.2447 0.033 -0.002 0.010 -0.065
C 4.6010 0.2166 -1.6232 0.082 0.014 -0.071 0.004
C 4.5795 -0.6745 -0.5608 -0.149 0.035 0.096 -0.112
C 5.7452 -1.2711 -0.1099 0.150 0.002 0.016 -0.050
C 3.2639 -0.9940 0.0705 -0.026 -0.504 0.175 -0.571
O 3.3232 -1.6777 1.1888 0.185 0.229 -0.240 -0.121
O 2.2058 -0.7347 -0.4787 2.401 -0.833 -0.413 -0.311
H 7.9269 0.1300 -2.2976 -0.005 0.006 0.000 0.091
H 5.8247 1.2060 -3.0725 0.032 -0.008 0.007 0.102
H 3.6722 0.6721 -1.9398 0.017 -0.028 0.016 0.129
H 5.7129 -1.9493 0.7307 -0.007 0.000 -0.009 0.109
C 4.7793 -5.4701 3.0686 0.102 -0.025 0.038 -0.117
C 3.4752 -4.6893 3.1574 -0.103 -0.036 -0.003 -0.277
C 3.6625 -3.2893 3.7281 0.061 0.049 0.142 -0.289
C 2.3862 -2.4452 3.7582 0.052 -0.221 0.347 -0.286
Ge 1.6694 -1.9502 2.0294 0.275 0.167 0.133 0.953
C 0.8298 -3.3912 1.0424 -0.072 -0.193 -0.369 -0.278
C 1.6349 -3.9041 -0.1589 -0.102 -0.020 -0.025 -0.294
C 1.0166 -5.1540 -0.7738 -0.078 -0.018 0.018 -0.286
C 1.7439 -5.5985 -2.0367 0.075 -0.004 -0.026 -0.126
H 4.6203 -6.4892 2.7097 -0.024 0.015 -0.009 0.063
H 5.2711 -5.5351 4.0444 -0.035 0.013 -0.019 0.066
H 5.4792 -4.9852 2.3829 -0.033 0.016 0.019 0.070
H 2.7526 -5.2382 3.7723 0.018 0.009 0.019 0.111
H 3.0292 -4.6267 2.1630 0.003 0.028 -0.045 0.078
H 4.4310 -2.7710 3.1485 -0.035 0.027 -0.017 0.096
H 4.0621 -3.3808 4.7460 0.009 -0.020 0.001 0.105
H 2.5574 -1.4970 4.2721 0.077 -0.022 0.035 0.070
H 1.5989 -2.9611 4.3208 0.034 -0.005 0.007 0.071
H 0.9605 -0.5978 2.1138 0.313 -0.476 0.395 -0.066
H -0.1440 -3.0443 0.6849 0.012 -0.011 0.133 0.036
H 0.6384 -4.1942 1.7624 -0.017 -0.056 -0.052 0.071
H 2.6780 -4.1087 0.1075 0.005 -0.022 0.046 0.097
H 1.6614 -3.1269 -0.9268 -0.018 0.003 0.025 0.081
H -0.0303 -4.9405 -1.0128 0.029 0.001 -0.029 0.089
H 1.0078 -5.9598 -0.0286 0.033 -0.014 -0.014 0.102
H 1.6685 -4.8314 -2.8105 -0.012 -0.006 0.041 0.034
H 1.3279 -6.5226 -2.4459 -0.011 0.019 0.030 0.063
H 2.8072 -5.7684 -1.8344 -0.035 -0.010 0.003 0.066
```
Forces are in eV/Å.

Calculated values
**Total charge**: -2
**E_LUMO**: 3.45 eV
**Energy above the lowest of the compared OMol25 structures with the same formula, charge and spin**: 183.3 kJ/mol


[6]
Molecular formula: C3H4N5
Method: DFT, ωB97M-V/def2-TZVPD

```
12
Properties=species:S:1:pos:R:3:forces:R:3:nbo_charge:R:1
C 0.4230 0.9963 -0.0104 0.459 1.872 -2.610 -0.149
C -0.6769 1.0696 -1.0776 0.963 -1.005 3.297 0.100
C 1.0501 -0.3752 0.3950 2.729 -0.299 0.155 0.001
N -0.7436 0.7316 0.8497 -0.352 1.704 1.686 -0.077
N 0.7159 -1.6208 -0.2868 -0.448 -0.790 -1.093 0.041
N -1.6519 0.8073 -0.2518 0.761 -0.652 -1.333 -0.181
N -0.1955 -0.6004 1.1638 -0.257 -0.538 2.215 -0.034
N -0.4067 -1.6454 0.2938 -1.204 -0.602 -0.441 -0.053
H 1.1021 1.9652 -0.0404 -1.310 -2.119 0.947 0.296
H -0.5570 1.3934 -2.0414 -0.670 0.740 -2.474 0.229
H 2.2157 -0.3576 0.7389 -3.167 -0.127 -0.240 0.320
H -1.2753 -2.3640 0.2672 2.496 1.816 -0.109 0.508
```
Forces are in eV/Å.

Calculated values
**Total charge**: +1
**E_LUMO (spin up / spin down)**: -6.65 / -6.65 eV
**Energy above the lowest of the compared OMol25 structures with the same formula, charge and spin**: 657.8 kJ/mol